14 unconnected molecules or ions with the total composition C23H30Cl40N2O2PS. Source: OMol25; level of theory: ωB97M-V with the def2-TZVPD basis set.

The geometry in XYZ format:
```
99
Properties=species:S:1:pos:R:3:forces:R:3:mulliken_charge:R:1
O 4.394401 -5.914292 1.356123 -0.61 -0.04 0.19 -0.46
P 4.534198 -4.290028 1.666275 1.41 -0.13 -0.45 0.07
Cl 2.381281 -3.847337 2.314222 -0.25 0.31 0.52 -0.40
C 4.641484 -3.645200 0.095708 -0.75 0.60 0.72 -0.74
C 4.710205 -2.101190 0.078495 0.31 -0.33 -0.61 -0.18
C 4.045124 -1.535055 -1.196683 0.26 0.08 0.50 0.20
C 2.594448 -1.053272 -0.988773 0.04 0.23 -0.61 0.76
C 1.530848 -1.844645 -1.779044 0.48 -0.40 0.26 -1.59
C 0.503420 -2.521046 -0.884262 -0.57 -0.20 -0.28 0.37
C -0.455436 -1.544816 -0.208476 0.13 -0.09 0.12 0.00
C -1.349855 -2.139951 0.876558 0.03 0.20 0.09 -0.52
S -2.314902 -3.602978 0.384404 0.00 0.33 0.24 -0.04
C -1.061549 -4.803882 0.370913 -0.05 -0.32 -0.50 0.11
N -0.933122 -5.755964 -0.493296 -0.11 0.08 0.08 -0.21
N 0.206891 -6.464061 -0.116189 -0.02 0.09 0.15 -0.62
C 0.675036 -5.859725 0.918081 0.10 -0.64 -0.25 -0.24
O -0.089224 -4.817445 1.301617 -0.34 0.05 0.08 0.27
H 4.125571 -6.028546 0.434884 0.14 -0.04 -0.08 0.34
H 3.792593 -3.990873 -0.512638 0.21 -0.17 -0.25 -0.08
H 5.759627 -1.784299 0.087163 -0.01 0.06 0.08 0.34
H 4.230505 -1.632102 0.948404 0.03 0.02 0.03 0.25
H 4.099299 -2.319915 -1.953756 -0.08 0.07 -0.14 0.59
H 4.647594 -0.702729 -1.569068 -0.14 -0.10 0.01 -0.91
H 2.353393 -1.058062 0.076254 0.00 -0.11 0.04 0.48
H 2.567144 -0.006854 -1.303183 -0.17 -0.12 0.14 -0.74
H 1.043043 -1.246017 -2.554196 -0.08 0.13 0.12 0.43
H 2.063419 -2.638561 -2.310139 -0.12 0.00 -0.11 0.47
H 1.003030 -3.155698 -0.147730 0.19 0.24 0.05 -0.39
H -0.105056 -3.191549 -1.502230 0.07 -0.04 0.01 0.56
H 0.116642 -0.741716 0.267940 -0.05 0.07 -0.04 -0.04
H -1.093474 -1.095380 -0.976962 0.05 0.09 0.00 0.16
H -0.821121 -2.378237 1.799980 0.15 -0.02 -0.25 0.09
H -2.109026 -1.404133 1.155737 -0.11 -0.10 0.00 0.43
H 1.573301 -6.083621 1.471517 -0.09 0.10 0.01 0.52
C 2.184815 2.724041 0.447518 0.02 -0.06 0.03 0.94
Cl 3.389171 1.700927 1.224445 0.00 -0.01 -0.02 -0.13
Cl 2.250344 2.570422 -1.309273 -0.03 0.19 -0.05 -0.18
Cl 0.561156 2.378107 1.050059 0.00 0.01 0.00 -0.06
H 2.410365 3.751922 0.690471 -0.03 -0.09 -0.03 -0.60
C 1.349257 7.026829 0.488134 -0.10 -0.04 -0.10 -0.16
Cl 2.569779 6.096197 1.359643 0.13 0.17 0.15 -0.17
Cl 1.524845 6.803315 -1.251581 -0.15 -0.04 -0.04 -0.10
Cl -0.263375 6.563618 1.020853 0.12 0.06 -0.21 -0.03
H 1.506190 8.073514 0.713886 0.01 0.01 0.01 0.41
C -5.571528 -6.049817 0.573880 0.09 0.03 0.03 0.08
Cl -6.443471 -4.837573 -0.367476 -0.12 -0.07 0.02 -0.09
Cl -6.476674 -7.570824 0.651908 -0.02 0.02 0.01 -0.15
Cl -3.963649 -6.301875 -0.073652 -0.08 -0.25 -0.13 -0.08
H -5.476747 -5.671139 1.583354 0.00 -0.02 0.02 0.23
C -6.096214 -0.891157 -1.894081 0.03 -0.08 0.01 -0.08
Cl -4.866564 -1.832493 -1.067138 0.10 0.10 -0.06 0.03
Cl -6.008393 -1.121635 -3.639218 0.19 0.08 0.04 -0.11
Cl -7.710984 -1.320859 -1.299979 -0.01 0.06 0.02 -0.16
H -5.925805 0.156452 -1.684429 -0.05 0.02 0.01 0.28
C 0.935613 6.955148 5.259622 0.00 -0.06 -0.02 -0.05
Cl -0.606287 6.785376 4.422375 -0.04 0.01 0.15 -0.07
Cl 1.933576 5.520861 5.052631 0.00 -0.01 -0.01 -0.09
Cl 1.783846 8.406221 4.713018 0.01 0.00 -0.01 -0.12
H 0.731487 7.064765 6.315721 0.00 0.05 0.01 0.35
C -9.418131 -2.615423 -6.166091 0.00 0.03 0.01 0.01
Cl -9.112240 -1.938398 -4.573586 -0.17 -0.05 -0.05 -0.04
Cl -11.090922 -2.348088 -6.669784 0.00 -0.01 0.00 -0.14
Cl -8.294989 -1.952893 -7.356544 0.01 0.00 -0.01 -0.13
H -9.254740 -3.683146 -6.114585 0.00 -0.02 -0.01 0.29
C 5.417381 8.720611 -2.053893 -0.02 -0.02 0.02 0.11
Cl 4.355219 10.024979 -2.594346 0.00 -0.01 -0.02 -0.13
Cl 7.025959 9.334459 -1.681866 -0.02 0.02 0.06 -0.12
Cl 4.719100 7.874397 -0.676988 0.17 0.04 0.06 -0.04
H 5.513732 8.012053 -2.865407 0.01 0.00 -0.02 0.18
C -1.571416 -7.699266 3.607375 0.05 -0.03 0.00 1.06
Cl -1.649987 -6.972510 5.213217 -0.05 -0.04 0.06 -0.14
Cl -0.491817 -9.092884 3.606698 0.01 0.03 -0.02 -0.14
Cl -3.180586 -8.160214 3.049879 -0.02 0.03 -0.01 -0.12
H -1.169043 -6.961935 2.923181 -0.02 0.03 -0.01 -0.68
C 8.153553 8.582817 -5.980036 0.06 0.00 -0.03 0.05
Cl 6.438787 8.468274 -5.573399 -0.03 0.02 0.03 -0.11
Cl 9.076335 9.329876 -4.679505 -0.01 -0.01 -0.04 -0.11
Cl 8.808745 7.000380 -6.392368 -0.01 0.00 0.00 -0.12
H 8.235215 9.217967 -6.851334 0.00 0.00 -0.02 0.29
C -3.755796 3.983472 1.022786 -0.02 0.00 0.03 -0.11
Cl -5.393268 3.897958 1.674127 0.12 -0.02 -0.12 -0.06
Cl -2.674696 4.766101 2.178520 -0.04 -0.10 0.06 -0.09
Cl -3.164231 2.381251 0.588562 -0.01 0.01 0.00 -0.04
H -3.777805 4.587811 0.126017 0.01 0.01 -0.01 0.30
C -8.663714 1.629997 3.033872 0.02 0.01 -0.07 0.01
Cl -10.416859 1.774149 2.891353 -0.01 0.00 0.02 -0.13
Cl -7.961621 1.013975 1.542250 -0.01 -0.05 0.00 -0.04
Cl -7.940214 3.176647 3.476796 -0.14 0.01 0.13 -0.13
H -8.449731 0.924469 3.824958 0.01 -0.01 0.01 0.30
C 6.995784 1.194913 -3.082672 0.00 -0.03 0.03 -0.03
Cl 5.901619 1.593917 -1.763488 0.05 0.13 0.00 -0.04
Cl 8.634962 1.770389 -2.738678 0.01 0.02 -0.01 -0.15
Cl 6.997499 -0.532929 -3.412452 0.00 0.00 0.01 -0.11
H 6.650294 1.707418 -3.969807 0.00 0.01 -0.02 0.29
C -1.267871 -3.026515 5.353555 -0.02 -0.13 -0.09 -0.17
Cl -3.028076 -2.874031 5.192878 -0.03 0.00 0.02 -0.15
Cl -0.570809 -3.792002 3.941651 0.02 0.09 0.21 0.05
Cl -0.535427 -1.447827 5.646414 0.00 0.04 0.02 -0.13
H -1.070683 -3.651369 6.214360 -0.02 0.01 0.03 0.33
```
Positions in Å, forces in eV/Å.

* calculated total energy: -552434.06417 eV
* net charge: -1
* LUMO: 1.3 eV

A molecular structure, C16H24B3F12K3O12. Source: OMol25; level of theory: ωB97M-V with the def2-TZVPD basis set.

The geometry in XYZ format:
```
70
Properties=species:S:1:pos:R:3:forces:R:3:nbo_charge:R:1
K 1.980803 0.597448 3.061483 0.48 0.11 -0.25 0.97
K 2.731783 -1.259062 -1.477715 0.07 0.23 0.27 0.98
K -2.557396 0.994907 1.732039 0.09 0.23 -0.05 0.99
B 4.331069 1.024717 0.698501 0.72 0.05 -1.41 1.34
F 5.689046 1.282911 0.682786 -0.28 0.25 0.18 -0.55
F 3.824766 0.961997 -0.637118 -0.15 0.39 -0.60 -0.61
F 4.101805 -0.265381 1.155005 -0.44 -1.07 1.23 -0.59
F 3.588506 1.973026 1.398577 -0.15 0.10 0.56 -0.58
B -0.668082 1.038127 4.446915 -1.23 1.88 1.13 1.31
F -0.260178 1.946892 3.463903 0.58 0.66 -1.26 -0.60
F 0.423010 0.504868 5.046796 1.33 -0.77 0.88 -0.56
F -1.438498 1.805099 5.345092 -0.06 -0.85 -0.25 -0.56
F -1.368690 0.046027 3.792026 -0.95 -0.98 -0.41 -0.58
B 0.120405 0.048069 0.214874 -0.28 0.11 -0.72 1.33
F -0.065873 1.378901 0.580883 -0.12 -0.19 0.31 -0.56
F 0.400163 -0.009823 -1.153994 0.19 -0.09 -0.56 -0.58
F 1.137541 -0.576804 0.917346 0.86 -0.16 0.39 -0.58
F -1.032979 -0.705696 0.462356 -0.92 -0.02 0.08 -0.59
C 1.205447 4.215263 1.043357 0.21 -0.78 -0.69 -0.63
C 1.202745 5.356884 2.024310 -0.63 -0.71 -0.65 0.06
C 2.262205 5.262027 3.111160 -0.58 0.23 0.46 -0.10
O 2.782417 6.588507 3.185192 0.14 0.05 0.27 -0.48
C 2.296172 7.337800 2.187067 -0.01 0.03 -1.04 0.97
O 2.570794 8.472656 1.973303 0.09 0.19 0.28 -0.58
O 1.483021 6.610633 1.371391 0.19 -0.29 0.65 -0.49
H 1.176527 3.201605 1.452271 0.09 0.39 0.76 0.23
H 2.115511 4.201656 0.439187 -0.16 0.26 -0.19 0.23
H 0.302513 4.193337 0.429645 0.22 0.49 -0.29 0.22
H 0.173275 5.415250 2.385621 0.20 0.26 0.57 0.18
H 3.059392 4.548583 2.904257 0.04 0.09 -0.17 0.20
H 1.792693 5.042243 4.070452 0.19 -0.17 0.01 0.20
C -0.827172 2.576815 -4.493635 0.60 0.02 0.64 -0.64
C -2.092661 1.779108 -4.251827 -0.45 0.55 -1.20 0.07
C -1.960887 0.316360 -3.823921 1.06 0.31 -1.21 -0.11
O -2.980999 0.179043 -2.850276 -0.20 -0.62 -0.03 -0.51
C -3.370446 1.405079 -2.418117 1.62 0.47 1.30 0.99
O -3.836458 1.601230 -1.328217 -0.54 -0.27 -0.79 -0.61
O -2.916339 2.364439 -3.237056 -0.19 -0.20 0.79 -0.47
H -0.321490 2.235916 -5.397165 -0.11 -0.08 -0.03 0.23
H -0.115037 2.492784 -3.666917 -0.11 -0.37 0.05 0.23
H -0.962356 3.655351 -4.572565 -0.57 -0.11 -0.26 0.24
H -2.738073 1.840425 -5.136440 0.33 -0.15 -0.15 0.18
H -0.956051 0.032908 -3.489270 -0.22 0.46 0.98 0.20
H -2.031034 -0.330595 -4.704361 -1.01 -0.10 0.22 0.20
C 1.279378 -5.067925 0.949699 -0.30 -1.21 0.06 -0.65
C 0.936175 -3.964571 1.950111 1.29 -0.95 0.38 0.07
C -0.507701 -3.480497 2.092551 1.00 0.97 -0.25 -0.10
O -0.799668 -3.668120 3.482392 -1.06 0.00 -0.86 -0.48
C 0.174106 -4.370689 4.071897 -0.13 -0.06 1.56 0.97
O 0.154146 -4.765046 5.201264 -0.26 0.16 -0.48 -0.58
O 1.199741 -4.506637 3.262595 0.93 -0.75 -0.68 -0.49
H 2.161606 -5.652282 1.225105 0.45 0.80 0.26 0.24
H 1.402897 -4.807548 -0.103261 -0.25 0.44 0.19 0.22
H 0.569796 -5.902377 1.016913 -0.57 0.46 -0.17 0.22
H 1.688709 -3.176121 1.912209 -0.40 0.40 -0.58 0.19
H -1.191761 -3.959296 1.393247 -0.22 -0.38 0.46 0.18
H -0.489510 -2.417872 1.872077 -0.47 0.10 0.12 0.22
C -3.138789 -4.312530 -3.503918 -0.17 -0.12 -0.20 -0.63
C -2.279448 -3.181064 -3.018614 0.09 -0.68 0.69 0.06
C -1.856870 -3.235112 -1.533345 -0.45 0.22 0.11 -0.10
O -0.434037 -3.080627 -1.540637 -0.34 0.48 0.47 -0.48
C -0.002455 -3.043377 -2.789347 1.20 -0.93 0.12 0.99
O 1.172027 -2.967691 -3.062696 -0.48 0.45 -0.13 -0.65
O -0.981620 -3.270148 -3.646822 -0.51 0.95 -1.25 -0.48
H -2.629987 -5.260300 -3.326504 -0.36 -0.12 0.22 0.22
H -3.370492 -4.263253 -4.568951 0.36 0.25 -0.07 0.23
H -4.119960 -4.218420 -3.033546 0.14 -0.42 0.34 0.23
H -2.842421 -2.255656 -3.173530 0.82 0.25 -0.49 0.20
H -2.051436 -4.184340 -1.031604 -0.33 0.13 -0.06 0.20
H -2.293343 -2.370011 -1.034495 0.10 -0.30 0.43 0.22
```
Positions in Å, forces in eV/Å.

* calculated total energy: -125191.94455 eV
* energy above the lowest of the compared OMol25 structures with the same formula, charge and spin: 0.0 kcal per mole
* LUMO: -0.5 eV

Number 1: HOMO energy -3.565 eV, largest force on an atom 1.486 eV Å⁻¹, orbital gap 4.90 eV. Number 2: HOMO energy -10.536 eV, largest force on an atom 2.516 eV Å⁻¹, orbital gap 10.05 eV.